<P>
Density functional theory data (ωB97M-V with the def2-TZVPD basis set) for a cluster of 3 separate species, C5H16NO2 in total.

Each line ends with the Mulliken charge.
Positions of all 24 atoms, in Å:
C (-0.442, -0.237, 0.416)  -0.51
C (-1.155, 1.011, -0.108)  -0.87
C (-2.310, 0.701, -1.093)  -0.71
C (-0.789, -0.031, -2.984)  -0.73
C (-1.857, -0.199, -2.217)  -0.18
N (0.886, 0.140, 0.975)  -0.15
H (-1.031, -0.661, 1.211)  0.26
H (-0.332, -1.008, -0.323)  0.44
H (-0.432, 1.613, -0.657)  0.44
H (-1.561, 1.521, 0.745)  0.41
H (-3.129, 0.323, -0.509)  0.39
H (-2.607, 1.633, -1.578)  0.33
H (-0.038, 0.749, -2.837)  0.23
H (-0.450, -0.719, -3.754)  0.29
H (-2.498, -1.027, -2.508)  0.33
H (1.225, 0.946, 0.452)  0.35
H (1.591, -0.608, 0.951)  0.38
H (0.963, 0.388, 1.968)  0.34
H (0.852, 0.147, 4.340)  0.33
H (1.208, -1.264, 3.847)  0.33
O (1.339, -0.327, 3.652)  -0.69
H (4.160, -0.686, 0.397)  0.31
H (3.153, -1.589, -0.472)  0.32
O (3.252, -0.814, 0.084)  -0.65

Results
Orbital gap in eV: 9.9
Total charge: +1



<Q>
Density functional theory data (ωB97M-V with the def2-TZVPD basis set) for a cluster of 3 separate species, C5H16NO2 in total.

Each line ends with the Mulliken charge.
Positions of all 24 atoms, in Å:
C (0.456, 0.555, 1.407)  -0.71
C (-0.771, -0.358, 1.374)  -0.76
C (-0.752, -1.308, 0.206)  0.94
C (-1.450, -1.017, -0.885)  -1.14
C (0.144, -2.509, 0.391)  -1.34
N (0.699, 1.215, 0.084)  -0.10
H (0.365, 1.346, 2.136)  0.36
H (1.314, -0.027, 1.716)  0.28
H (-1.722, 0.150, 1.505)  0.42
H (-0.713, -0.867, 2.339)  0.35
H (-2.235, -0.276, -0.889)  0.31
H (-1.415, -1.597, -1.801)  0.31
H (1.149, -2.220, 0.704)  0.29
H (-0.355, -3.100, 1.094)  0.36
H (0.271, -3.093, -0.523)  0.38
H (1.591, 0.830, -0.298)  0.37
H (-0.051, 1.082, -0.609)  0.29
H (0.595, 2.226, 0.096)  0.38
H (3.649, -0.352, -0.097)  0.31
H (3.239, 0.011, -1.561)  0.32
O (3.091, 0.217, -0.634)  -0.67
H (-2.448, 3.486, -1.286)  0.32
H (-2.463, 2.897, -2.688)  0.32
O (-2.190, 2.707, -1.782)  -0.61

Results
Orbital gap in eV: 10.2
Total charge: +1



<R>
Density functional theory data (ωB97M-V with the def2-TZVPD basis set) for a cluster of 3 separate species, C5H16NO2 in total.

Each line ends with the Mulliken charge.
Positions of all 24 atoms, in Å:
C (1.034, -1.339, 0.667)  -1.29
C (0.684, 0.035, 1.261)  -0.63
C (0.889, 1.295, 0.322)  -0.92
C (-0.350, 2.030, 0.144)  0.37
C (-0.658, 3.203, 0.717)  -1.13
N (-1.135, 1.524, -0.996)  -0.14
H (0.134, -2.076, 0.682)  -0.03
H (1.403, -1.298, -0.338)  0.68
H (1.786, -1.708, 1.275)  0.56
H (-0.347, 0.125, 1.678)  0.46
H (1.263, 0.092, 2.171)  0.48
H (1.404, 1.081, -0.601)  0.51
H (1.701, 2.002, 0.689)  0.41
H (-1.543, 3.771, 0.624)  0.32
H (-0.006, 3.790, 1.282)  0.32
H (-0.418, 1.416, -1.743)  0.37
H (-1.446, 0.572, -0.729)  0.39
H (-1.686, 2.200, -1.490)  0.34
H (-0.829, -1.976, -0.630)  0.36
H (-0.935, -1.365, -2.212)  0.22
O (-0.917, -1.187, -1.329)  -0.59
H (-0.235, -4.681, -0.976)  0.30
H (0.484, -3.702, 0.089)  0.31
O (-0.277, -3.801, -0.555)  -0.68

Results
Orbital gap in eV: 10.9
Total charge: +1



<S>
Density functional theory data (ωB97M-V with the def2-TZVPD basis set) for a cluster of 2 separate species, C5H16NO2 in total.

Each line ends with the Mulliken charge.
Positions of all 24 atoms, in Å:
C (-2.083, -0.858, -0.894)  -1.25
C (-0.924, -0.795, 0.058)  0.48
C (0.387, -0.615, -0.849)  -0.93
C (1.607, -0.292, 0.041)  -0.67
C (1.539, -1.111, 1.387)  -0.66
O (0.717, -0.636, 2.423)  -0.55
N (-0.987, 0.582, 0.940)  -0.37
H (-2.396, 0.215, -1.007)  0.33
H (-3.195, -1.197, -0.688)  0.31
H (-1.785, -1.152, -1.891)  0.32
H (-0.664, -1.597, 0.855)  0.34
H (0.267, 0.070, -1.661)  0.43
H (0.425, -1.617, -1.360)  0.41
H (1.891, 0.800, 0.310)  0.30
H (2.550, -0.586, -0.544)  0.40
H (1.357, -2.142, 1.279)  0.48
H (2.563, -0.936, 1.908)  0.34
H (0.583, -1.255, 3.173)  0.32
H (-0.955, 0.433, 1.982)  0.36
H (-1.748, 1.104, 0.765)  0.30
H (-0.053, 1.085, 0.988)  0.31
H (0.400, 2.838, -2.108)  0.26
H (0.473, 3.959, -2.958)  0.33
O (0.029, 3.702, -2.149)  -0.60

Results
Orbital gap in eV: 11.4
Total charge: +1



Q: Which of them is the least stable? A: <S>.



<P>
Density functional theory data (ωB97M-V with the def2-TZVPD basis set) for a cluster of 2 separate species, CH6NS in total.

Each line ends with the Mulliken charge.
Positions of all 9 atoms, in Å:
S (-2.210, 0.967, -0.436)  -0.88
H (-3.314, 0.713, 0.256)  -0.07
C (1.092, -0.084, 0.448)  -0.69
N (0.622, -0.672, -0.788)  -0.70
H (1.586, -0.786, 1.143)  0.26
H (1.872, 0.662, 0.281)  0.27
H (0.275, 0.224, 1.116)  0.26
H (0.347, 0.098, -1.386)  0.26
H (-0.269, -1.121, -0.635)  0.29

Results
Orbital gap in eV: 7.1
Total charge: -1



<Q>
Density functional theory data (ωB97M-V with the def2-TZVPD basis set) for a cluster of 2 separate species, CH6NS in total.

Each line ends with the Mulliken charge.
Positions of all 9 atoms, in Å:
S (-1.633, -2.480, 0.412)  -0.88
H (-1.604, -2.150, 1.714)  -0.04
C (1.012, 0.762, -0.378)  -0.70
N (-0.425, 0.600, -0.518)  -0.49
H (1.334, 1.789, -0.579)  0.28
H (1.514, 0.087, -1.066)  0.25
H (1.407, 0.468, 0.600)  0.24
H (-0.694, -0.352, -0.241)  0.14
H (-0.910, 1.276, 0.054)  0.19

Results
Orbital gap in eV: 6.9
Total charge: -1



<R>
Density functional theory data (ωB97M-V with the def2-TZVPD basis set) for a cluster of 2 separate species, CH6NS in total.

Each line ends with the Mulliken charge.
Positions of all 9 atoms, in Å:
S (-1.085, -1.206, 0.515)  -0.87
H (-1.772, -1.299, -0.637)  -0.03
C (1.564, 0.692, -0.242)  -0.49
N (0.442, 1.530, -0.719)  -0.62
H (2.266, 1.290, 0.348)  0.24
H (2.135, 0.297, -1.085)  0.16
H (1.170, -0.123, 0.368)  0.16
H (-0.389, 0.971, -0.469)  0.25
H (0.402, 2.346, -0.120)  0.20

Results
Orbital gap in eV: 7.3
Total charge: -1



Q: Which of them is the least stable? A: <P>.



<P>
Density functional theory data (ωB97M-V with the def2-TZVPD basis set) for a cluster of 2 separate species, CH6NS in total.

Each line ends with the Mulliken charge.
Positions of all 9 atoms, in Å:
N (0.846, -2.050, -1.200)  -0.64
H (1.194, -2.824, -0.668)  0.17
H (1.482, -1.684, -1.886)  0.17
H (0.490, -1.288, -0.630)  0.25
C (-0.907, 0.939, -0.576)  -0.89
S (-0.066, 0.677, 1.021)  -0.74
H (-1.860, 1.449, -0.417)  0.22
H (-1.109, 0.049, -1.168)  0.25
H (-0.376, 1.598, -1.275)  0.21

Results
Orbital gap in eV: 6.7
Total charge: -1



<Q>
Density functional theory data (ωB97M-V with the def2-TZVPD basis set) for a cluster of 2 separate species, CH6NS in total.

Each line ends with the Mulliken charge.
Positions of all 9 atoms, in Å:
N (-0.355, -2.569, -1.750)  -0.74
H (-1.124, -1.903, -1.728)  0.23
H (0.028, -2.633, -0.792)  0.28
H (0.343, -1.990, -2.242)  0.22
C (0.211, 1.945, 1.266)  -0.72
S (0.887, 0.316, 1.786)  -0.78
H (0.843, 2.507, 0.536)  0.18
H (-0.803, 1.712, 0.837)  0.13
H (-0.030, 2.615, 2.087)  0.20

Results
Orbital gap in eV: 6.3
Total charge: -1



Q: Which of them is the least stable? A: <Q>.



<P>
Density functional theory data (ωB97M-V with the def2-TZVPD basis set) for a cluster of 8 separate species, C5H29N2O8 in total.

Each line ends with the Mulliken charge.
Positions of all 44 atoms, in Å:
N (-0.799, -0.871, -1.325)  0.01
C (-0.029, 0.299, -1.966)  -0.68
C (0.941, -0.005, -3.192)  0.61
C (2.397, -0.334, -2.740)  -1.94
O (0.362, -1.186, -3.602)  -0.60
C (0.774, 0.856, -0.798)  0.06
N (1.035, 2.322, -1.147)  -0.40
C (0.784, 3.046, 0.066)  -0.76
H (-0.119, -1.485, -0.680)  0.31
H (-1.311, -1.428, -2.020)  0.42
H (-1.553, -0.401, -0.699)  0.30
H (-0.666, 1.076, -2.313)  0.21
H (1.046, 0.808, -4.094)  0.35
H (2.906, -0.852, -3.570)  0.38
H (2.336, -1.059, -2.060)  0.62
H (2.876, 0.485, -2.374)  0.41
H (0.010, -1.179, -4.531)  0.36
H (1.754, 0.411, -0.622)  0.23
H (0.116, 0.798, 0.163)  0.12
H (2.099, 2.484, -1.307)  0.32
H (1.264, 2.728, 0.984)  0.27
H (0.911, 4.170, -0.115)  0.36
H (-0.322, 2.921, 0.400)  0.09
H (0.922, -3.496, 4.345)  0.36
H (1.817, -2.467, 3.725)  0.33
O (1.546, -3.397, 3.563)  -0.71
H (-2.218, -3.979, -0.278)  0.30
H (-1.112, -3.428, 0.667)  0.30
O (-1.744, -3.170, -0.108)  -0.60
H (2.905, -0.247, 1.301)  0.31
H (2.940, 0.282, 2.835)  0.27
O (2.468, -0.171, 2.204)  -0.57
H (-2.400, 0.304, 1.888)  0.27
H (-1.813, 1.302, 0.875)  0.29
O (-2.213, 0.468, 0.971)  -0.65
H (-1.940, 3.895, -0.315)  0.31
H (-3.308, 3.445, -0.101)  0.27
O (-2.400, 3.064, -0.160)  -0.58
H (-3.840, -0.684, 3.395)  0.34
H (-4.352, 0.596, 2.989)  0.35
O (-3.603, 0.229, 3.579)  -0.69
H (0.708, -1.290, 2.210)  0.21
H (0.563, -2.872, 2.199)  0.44
O (0.264, -1.989, 1.756)  -0.59

Results
Orbital gap in eV: 10.0
Total charge: +1



<Q>
Density functional theory data (ωB97M-V with the def2-TZVPD basis set) for a cluster of 8 separate species, C5H29N2O8 in total.

Each line ends with the Mulliken charge.
Positions of all 44 atoms, in Å:
C (0.931, -0.674, 1.953)  -0.41
N (0.717, 0.180, 0.695)  0.71
C (0.605, 1.613, 0.945)  -0.84
C (-0.892, 2.241, 1.036)  -0.57
C (-1.646, 1.552, 2.173)  -0.25
O (-2.788, 0.812, 1.755)  -0.60
C (1.305, -2.137, 1.459)  -1.21
N (2.140, -2.116, 0.279)  0.00
H (0.032, -0.800, 2.588)  0.29
H (1.685, -0.264, 2.606)  0.53
H (-0.128, -0.050, 0.146)  -0.23
H (0.988, 2.159, -0.020)  0.01
H (1.209, 1.931, 1.811)  0.52
H (-1.572, 2.123, 0.121)  0.16
H (-0.794, 3.275, 1.198)  0.58
H (-1.006, 0.877, 2.761)  0.20
H (-2.042, 2.389, 2.847)  0.23
H (-2.726, -0.096, 2.308)  0.37
H (0.477, -2.674, 1.160)  0.44
H (1.663, -2.743, 2.288)  0.46
H (3.027, -1.599, 0.425)  0.41
H (2.302, -3.141, -0.030)  0.39
H (1.602, -1.499, -0.515)  0.12
H (-3.125, -0.005, -2.009)  0.29
H (-2.700, 0.523, -0.525)  0.24
O (-2.435, 0.279, -1.400)  -0.60
H (-1.734, -2.204, 1.153)  0.41
H (-2.769, -2.361, 2.302)  0.31
O (-1.928, -1.969, 2.087)  -0.65
H (-0.321, 0.828, -3.944)  0.28
H (-1.200, 1.365, -2.824)  0.24
O (-0.329, 1.388, -3.241)  -0.56
H (-0.366, -1.797, -1.009)  0.25
H (-1.947, -1.736, -1.172)  0.30
O (-1.197, -2.102, -0.606)  -0.69
H (2.656, 0.801, -1.049)  0.31
H (3.153, 0.134, -2.278)  0.35
O (2.919, -0.050, -1.315)  -0.75
H (1.516, -0.569, -2.206)  0.36
H (0.030, -0.366, -2.306)  0.42
O (0.668, -1.057, -2.308)  -0.79
H (1.383, 1.932, -2.914)  0.35
H (0.985, 3.160, -2.205)  0.29
O (1.652, 2.444, -2.220)  -0.65

Results
Orbital gap in eV: 9.2
Total charge: +1



<R>
Density functional theory data (ωB97M-V with the def2-TZVPD basis set) for a cluster of 8 separate species, C5H29N2O8 in total.

Each line ends with the Mulliken charge.
Positions of all 44 atoms, in Å:
N (0.792, 0.136, 0.685)  0.15
C (1.076, 1.567, 0.009)  1.09
C (2.461, 1.542, -0.669)  -1.67
C (0.026, 2.025, -0.923)  -0.89
N (-1.397, 2.181, -0.481)  -0.24
C (-2.211, 0.943, -0.305)  0.80
C (-3.346, 0.763, -1.335)  -0.67
O (-2.808, 0.381, -2.548)  -0.62
H (0.573, 0.227, 1.807)  0.69
H (-0.035, -0.340, 0.180)  -0.20
H (1.641, -0.350, 0.662)  0.34
H (1.168, 2.531, 0.689)  -0.14
H (2.697, 2.311, -1.302)  0.47
H (3.448, 1.489, -0.097)  0.40
H (2.740, 0.618, -1.287)  0.31
H (0.146, 1.322, -1.833)  0.18
H (0.290, 3.137, -1.337)  0.35
H (-1.838, 2.901, -1.055)  0.31
H (-2.617, 1.159, 0.716)  0.24
H (-1.623, 0.035, -0.256)  -0.85
H (-4.102, 0.083, -1.013)  0.36
H (-3.694, 1.789, -1.500)  0.38
H (-3.391, 0.124, -3.286)  0.33
H (2.698, -2.724, 0.368)  0.27
H (3.685, -1.639, 0.510)  0.27
O (2.838, -1.958, 0.825)  -0.60
H (-0.124, 2.388, 3.138)  0.31
H (0.341, 3.578, 2.448)  0.28
O (0.697, 2.776, 2.692)  -0.60
H (-2.102, -1.122, -2.227)  0.32
H (-1.940, -2.595, -2.526)  0.34
O (-1.506, -1.890, -2.155)  -0.64
H (0.934, -2.323, 2.474)  0.27
H (-0.492, -2.080, 1.775)  0.25
O (0.213, -1.696, 2.321)  -0.56
H (1.924, 0.713, 3.307)  0.30
H (0.890, -0.326, 3.958)  0.31
O (1.024, 0.511, 3.362)  -0.65
H (-1.572, -2.563, -0.689)  0.37
H (-0.903, -3.769, -0.013)  0.28
O (-1.194, -2.851, 0.146)  -0.62
H (0.855, -2.731, -1.776)  0.23
H (2.171, -3.071, -2.039)  0.27
O (1.568, -3.201, -1.420)  -0.51

Results
Orbital gap in eV: 9.6
Total charge: +1



Q: Which of them is the least stable? A: <R>.



<P>
Density functional theory data (ωB97M-V with the def2-TZVPD basis set) for a structure of composition C2H4N2S2.

Each line ends with the Mulliken charge.
Positions of all 10 atoms, in Å:
C (0.961, 0.390, 1.214)  0.18
C (-0.084, 1.030, 0.378)  -0.77
N (1.258, -0.861, 1.224)  -0.40
N (-0.846, -0.823, -2.165)  -0.54
S (0.566, -1.952, 0.249)  0.06
S (-1.012, -0.923, -0.643)  0.19
H (1.497, 1.054, 1.829)  0.39
H (-0.788, 1.560, 1.122)  0.28
H (0.146, 1.526, -0.636)  0.35
H (-1.699, -1.000, -2.572)  0.28

Results
Orbital gap (alpha / beta) in eV: 8.0 / 8.0



<Q>
Density functional theory data (ωB97M-V with the def2-TZVPD basis set) for an isolated molecule of C2H4N2S2.

Each line ends with the Mulliken charge.
Positions of all 10 atoms, in Å:
N (2.207, -0.171, -0.133)  -0.49
N (0.980, 0.360, 0.081)  -0.12
C (-0.006, -0.481, -0.051)  -0.22
C (-1.400, 0.029, -0.010)  0.26
S (-2.664, -1.002, -0.006)  -0.27
S (-1.572, 1.770, -0.033)  -0.17
H (2.899, 0.467, 0.263)  0.26
H (2.296, -1.118, 0.169)  0.25
H (0.181, -1.538, -0.207)  0.35
H (-2.923, 1.683, -0.073)  0.15

Results
SMILES: N/N=C/C(=S)S
Orbital gap in eV: 8.0



Q: Which of them is the least stable? A: <P>.



<P>
Density functional theory data (ωB97M-V with the def2-TZVPD basis set) for an isolated molecule of C2H4N2S2.

Each line ends with the Mulliken charge.
Positions of all 10 atoms, in Å:
C (1.797, 1.563, 0.084)  -0.18
N (0.854, 0.717, 0.329)  -0.32
S (1.312, -0.884, -0.210)  -0.03
C (-0.334, -1.453, 0.268)  0.00
N (-1.393, -0.828, 0.222)  -0.35
S (-1.816, 0.722, -0.195)  -0.14
H (2.833, 1.043, -0.485)  0.14
H (1.595, 2.619, 0.291)  0.27
H (-0.594, -2.470, 0.218)  0.39
H (-0.778, 1.508, 0.496)  0.22

Results
SMILES: C=NS/C=N\S
Orbital gap in eV: 8.3



<Q>
Density functional theory data (ωB97M-V with the def2-TZVPD basis set) for a cluster of 2 separate species, C2H4N2S2 in total.

Each line ends with the Mulliken charge.
Positions of all 10 atoms, in Å:
C (-1.235, -0.505, -0.082)  0.44
C (1.982, -0.332, -0.073)  -0.46
N (-2.792, 1.318, -0.206)  -0.75
N (-1.971, 0.429, 0.069)  0.49
S (-0.548, -1.921, -0.307)  -0.34
S (1.018, 1.048, 0.499)  -0.18
H (2.797, -0.030, -0.752)  0.26
H (1.257, -1.124, -0.522)  0.01
H (2.507, -0.741, 0.843)  0.26
H (-3.015, 1.860, 0.530)  0.26

Results
Orbital gap (alpha / beta) in eV: 6.0 / 5.9



<R>
Density functional theory data (ωB97M-V with the def2-TZVPD basis set) for an isolated molecule of C2H4N2S2.

Each line ends with the Mulliken charge.
Positions of all 10 atoms, in Å:
N (0.403, -1.727, -0.008)  -0.31
C (0.642, -0.424, -0.001)  0.33
S (2.154, 0.233, 0.002)  -0.41
C (-0.642, 0.429, 0.001)  0.33
N (-0.398, 1.740, -0.003)  -0.31
S (-2.153, -0.242, 0.003)  -0.41
H (1.177, -2.390, 0.023)  0.24
H (-0.579, -2.065, -0.006)  0.16
H (-1.191, 2.411, -0.010)  0.24
H (0.548, 2.063, 0.003)  0.14

Results
SMILES: NC(=S)C(N)=S
Orbital gap in eV: 7.9



Q: Which of them is the least stable? A: <Q>.